Formula: C2H8NO
Source: the OMol25 dataset
Level of theory: ωB97M-V/def2-TZVPD

Element x y z (Å)
N (1.676, 0.444, 1.638)
H (2.460, -0.111, 2.040)
H (2.026, 1.383, 1.338)
H (0.942, 0.532, 2.371)
H (1.271, -0.045, 0.807)
O (0.105, -0.927, -0.219)
C (-0.753, -0.597, -1.004)
C (-1.502, 0.687, -0.995)
H (-0.967, -1.254, -1.866)
H (-1.400, 1.012, -2.012)
H (-2.570, 0.704, -0.784)
H (-1.090, 1.419, -0.301)

Orbital gap (spin up / spin down): 4.2 / 11.5 eV
Energy relative to the best compared isomer or geometry (same formula, charge and spin): 1.718 eV
2S+1: 2
LUMO (spin up / spin down): 0.652 / 0.653 eV